Below is an isolated molecule of C3H8N2O at a distorted geometry, with properties calculated with ωB97M-V/def2-TZVPD.

LUMO energy, eV: 0.7
Net charge: 0
Kohn-Sham gap, Ha: 0.2808
HOMO level, eV: -7.0
Electronic energy, eV: -8265.772
Largest force on an atom, hartree/bohr: 0.022
ΔE to the lowest compared entry with this formula, charge and spin, kcal per mole: 81.95

The geometry in XYZ format:
```
14
C3H8N2O | OMol25 | ωB97M-V/def2-TZVPD
C -1.067 -0.533 1.146
N -0.444 -0.154 -0.216
C -0.995 1.111 -0.762
C 1.028 -0.252 -0.576
O 1.419 0.088 -1.668
N 1.762 -0.781 0.411
H -0.465 -1.380 1.503
H -0.988 0.331 1.807
H -0.967 -0.921 -0.629
H -0.697 1.248 -1.803
H -2.075 1.037 -0.652
H -0.622 1.946 -0.162
H 2.757 -0.850 0.270
H 1.354 -0.890 1.331
```

---

Below is an isolated molecule of C3H8N2O at a distorted geometry, with properties calculated with ωB97M-V/def2-TZVPD.

LUMO energy, eV: 0.9
Net charge: 0
Kohn-Sham gap, Ha: 0.2927
HOMO level, eV: -7.1
Electronic energy, eV: -8263.891
Structure (SMILES): C/C(=C\N)NO
Largest force on an atom, hartree/bohr: 0.029
ΔE to the lowest compared entry with this formula, charge and spin, kcal per mole: 125.33

The geometry in XYZ format:
```
14
C3H8N2O | OMol25 | ωB97M-V/def2-TZVPD
C -0.999 -0.738 -0.885
C 0.137 -0.242 -0.056
C 0.230 0.901 0.759
N -0.560 2.051 0.536
N 1.384 -0.751 -0.079
O 1.551 -2.135 -0.411
H -1.764 -1.213 -0.261
H -0.714 -1.468 -1.645
H -1.486 0.095 -1.395
H 0.431 0.723 1.813
H -0.426 2.454 -0.383
H -0.445 2.765 1.244
H 1.754 0.186 0.639
H 0.907 -2.628 0.124
```

---

Below is a 2-piece molecular cluster, C3H8N2O overall at a distorted geometry, with properties calculated with ωB97M-V/def2-TZVPD.

LUMO energy, eV: 0.8
Net charge: 0
Kohn-Sham gap, Ha: 0.3721
HOMO level, eV: -9.4
Electronic energy, eV: -8267.287
Structure (SMILES): [H]/N=C/N.CC=O
Largest force on an atom, hartree/bohr: 0.022
ΔE to the lowest compared entry with this formula, charge and spin, kcal per mole: 47.02

The geometry in XYZ format:
```
14
C3H8N2O | OMol25 | ωB97M-V/def2-TZVPD
H 1.444 -0.038 -1.019
N 1.242 -0.850 -1.583
C 0.587 -1.729 -0.948
N 0.640 -3.041 -1.320
H -0.009 -1.605 -0.041
H 0.008 -3.743 -1.004
H 1.439 -3.497 -1.736
C -0.703 2.010 0.455
C -0.991 2.111 1.912
O -2.017 2.359 2.478
H 0.130 1.305 0.363
H -0.163 2.925 0.165
H -1.542 1.862 -0.218
H -0.065 1.932 2.496
```

---

Below is an isolated molecule of C3H8N2O at a distorted geometry, with properties calculated with ωB97M-V/def2-TZVPD.

LUMO energy, eV: 0.6
Net charge: 0
Kohn-Sham gap, Ha: 0.3714
HOMO level, eV: -9.5
Electronic energy, eV: -8265.334
Structure (SMILES): NCCC(N)=O
Largest force on an atom, hartree/bohr: 0.239
ΔE to the lowest compared entry with this formula, charge and spin, kcal per mole: 92.05

The geometry in XYZ format:
```
14
C3H8N2O | OMol25 | ωB97M-V/def2-TZVPD
N -1.862 -1.053 -1.080
C -1.002 -0.822 0.123
C 0.111 0.044 -0.226
C 1.099 0.284 0.888
N 2.052 1.229 0.559
O 0.996 -0.349 1.864
H -2.790 -0.984 -0.786
H -1.983 -0.226 -1.714
H -1.594 -0.667 0.778
H -0.396 -1.675 0.360
H 0.678 -0.020 -1.226
H -0.171 1.277 -0.498
H 2.005 1.862 -0.420
H 2.855 1.101 1.379
```